Entry 1:
The following is a DFT calculation (ωB97M-V/def2-TZVPD) of 7 unconnected molecules or ions with the total composition C28H35F21O14 at a distorted geometry.

```
! wB97M-V def2-TZVPD RIJCOSX def2/J DEFGRID3
* xyz 1 2
C -0.463 -4.263 -11.566
C -1.523 -5.173 -10.912
O -0.984 -5.882 -9.751
C -1.754 -6.873 -9.199
O -2.948 -7.080 -9.544
C -0.996 -7.532 -8.019
F -0.905 -8.824 -8.272
F 0.180 -6.988 -7.759
F -1.743 -7.362 -6.873
H -0.185 -3.488 -10.852
H -0.900 -3.703 -12.393
H 0.383 -4.835 -11.946
H -1.872 -5.925 -11.619
H -2.373 -4.540 -10.658
C 0.482 1.558 -11.103
C -0.273 0.920 -9.842
O -1.652 0.619 -10.009
C -2.082 -0.229 -10.845
O -1.464 -0.972 -11.590
C -3.665 -0.404 -10.847
F -4.336 0.457 -10.079
F -4.164 -0.410 -12.063
F -3.945 -1.630 -10.402
H -0.223 2.009 -11.801
H 1.101 0.843 -11.643
H 1.210 2.226 -10.642
H -0.176 1.481 -8.913
H 0.162 -0.029 -9.529
C 6.387 -3.161 -12.818
C 6.084 -2.048 -13.818
O 4.835 -1.423 -13.618
C 3.683 -1.977 -14.020
O 3.661 -3.083 -14.632
C 2.399 -1.168 -13.604
F 1.425 -1.887 -13.141
F 2.652 -0.201 -12.643
F 2.117 -0.602 -14.780
H 6.777 -2.799 -11.866
H 7.209 -3.810 -13.119
H 5.477 -3.704 -12.562
H 6.270 -2.381 -14.839
H 6.854 -1.302 -13.623
C -5.661 -2.991 -7.150
C -4.439 -3.902 -7.298
O -3.430 -3.408 -6.407
C -2.403 -2.702 -6.875
O -2.315 -2.415 -8.074
C -1.389 -2.199 -5.834
F -0.310 -2.955 -5.777
F -1.015 -0.963 -6.089
F -2.002 -2.085 -4.625
H -5.652 -2.605 -6.130
H -6.613 -3.479 -7.360
H -5.722 -2.116 -7.797
H -4.025 -3.909 -8.306
H -4.790 -4.893 -7.007
C 5.476 3.944 -4.538
C 4.595 4.476 -5.727
O 4.006 3.429 -6.464
C 2.909 2.764 -6.025
O 2.363 2.935 -4.880
C 2.407 1.555 -6.910
F 2.804 1.632 -8.181
F 2.944 0.458 -6.326
F 1.066 1.462 -6.811
H 4.866 3.296 -3.908
H 5.833 4.801 -3.968
H 6.224 3.386 -5.102
H 5.193 5.086 -6.405
H 3.772 5.105 -5.388
C -12.636 -0.512 -11.875
C -11.803 -0.818 -10.544
O -10.591 -0.005 -10.717
C -9.488 -0.133 -10.025
O -9.277 -0.952 -9.141
C -8.426 0.865 -10.416
F -8.628 1.375 -11.658
F -8.461 1.976 -9.665
F -7.288 0.189 -10.374
H -13.489 -1.178 -11.999
H -11.988 -0.789 -12.706
H -12.971 0.525 -11.891
H -11.681 -1.864 -10.266
H -12.391 -0.295 -9.790
C 1.647 5.786 -12.692
C 1.860 4.334 -12.956
O 0.597 4.021 -13.675
C 0.464 2.857 -14.360
O 1.314 1.972 -14.263
C -0.908 2.609 -14.964
F -1.923 3.491 -14.462
F -0.880 2.763 -16.270
F -1.271 1.327 -14.787
H 1.502 6.486 -13.515
H 2.495 6.329 -12.274
H 0.802 5.804 -12.004
H 1.964 3.733 -12.053
H 2.780 4.083 -13.483
*
```

For the total energy, the calculation gives -4238.06900 hartree. Its expectation value of S² is 0.76. For the largest force on an atom, the calculation gives 5.76 eV/A. As for the orbital gap (alpha / beta): 8.08 / 2.87 eV. The energy relative to the best compared isomer or geometry (same formula, charge and spin) comes out at 71.9 kJ/mol.

***

Entry 2:
The following is a DFT calculation (ωB97M-V/def2-TZVPD) of C3H5N3O in the gas phase.

```
! wB97M-V def2-TZVPD RIJCOSX def2/J DEFGRID3
* xyz 0 1
N -1.487 -1.628 0.049
C -0.735 -0.467 -0.066
C -0.875 0.846 -0.459
N 0.428 1.392 -0.330
C 1.212 0.404 0.116
O 2.528 0.548 0.331
N 0.579 -0.713 0.301
H -2.488 -1.713 0.105
H -0.990 -2.177 0.733
H -1.654 1.516 -0.802
H 0.750 2.322 -0.545
H 2.801 -0.349 0.585
*
```

For the total energy, the calculation gives -356.82843 hartree. For the largest force on an atom, the calculation gives 0.68 eV/A. As for the orbital gap: 8.44 eV. The energy relative to the best compared isomer or geometry (same formula, charge and spin) comes out at 76.0 kJ/mol.

***

Entry 3:
The following is a DFT calculation (ωB97M-V/def2-TZVPD) of 8 unconnected molecules or ions with the total composition H15O11S at a distorted geometry.

```
! wB97M-V def2-TZVPD RIJCOSX def2/J DEFGRID3
* xyz -1 1
O -0.227 -0.539 -0.611
H -0.776 -0.311 -1.405
H -0.808 -0.607 0.093
H 0.675 -0.065 -0.643
S 2.334 1.394 1.364
O 1.423 1.190 0.218
O 3.676 1.105 0.887
O 2.280 2.745 1.933
O 1.979 0.441 2.366
O -0.304 2.295 -1.278
H 0.303 2.090 -0.562
H 0.053 3.102 -1.654
O -0.360 0.455 3.067
H -1.048 -0.005 2.434
H 0.533 0.356 2.809
O 2.271 0.020 -2.689
H 2.033 0.397 -1.879
H 2.538 -0.972 -2.627
O -2.455 -0.128 0.907
H -2.629 0.861 0.951
H -3.202 -0.625 1.113
O -1.373 -3.250 1.739
H -1.047 -3.961 1.162
H -0.792 -2.610 1.861
O -1.654 -0.847 -2.979
H -1.305 -0.838 -3.731
H -2.114 -1.686 -2.853
*
```

For the total energy, the calculation gives -1234.78512 hartree. For the largest force on an atom, the calculation gives 11.42 eV/A. As for the orbital gap: 5.32 eV. The energy relative to the best compared isomer or geometry (same formula, charge and spin) comes out at 107.5 kJ/mol.